No. 1
DFT (wB97M-V/def2-TZVPD) results for a single C5H7NS molecule in a non-equilibrium geometry.

Geometry as XYZ:
```
14
Properties=species:S:1:pos:R:3
S -0.586 -2.566 -0.098
C 0.178 -1.056 -0.093
C -1.914 0.024 0.087
C 1.615 -1.061 0.013
H -2.229 -0.616 -0.651
H 3.943 -1.063 0.330
H 0.044 1.999 -1.046
N -0.409 0.124 -0.022
H 1.240 1.132 -0.067
H -0.105 2.116 0.611
C 2.825 -0.825 0.005
C 0.244 1.408 -0.170
H -2.275 -0.587 0.969
H -2.571 0.971 0.132
```

Its energy relative to the best compared isomer or geometry (same formula, charge and spin) is 317.3 kJ/mol. The SMILES is C#CC(=S)N(C)C.


No. 2
DFT (wB97M-V/def2-TZVPD) results for 2 unconnected molecules or ions with the total composition C5H7NS in a non-equilibrium geometry.

Geometry as XYZ:
```
14
Properties=species:S:1:pos:R:3
H 0.594 2.010 -0.408
H 1.747 0.386 -2.645
H 0.397 0.140 -0.792
C 1.466 1.290 -2.179
C -0.603 -0.871 1.224
H -0.712 -1.092 3.396
C -1.272 -1.409 0.306
H -0.732 0.749 2.799
C 0.768 1.129 -1.097
C -0.502 -0.366 2.616
S 1.120 -0.548 1.577
H -2.168 -1.537 -1.456
N -1.853 -2.006 -0.611
H 1.750 2.126 -2.730
```

Its energy relative to the best compared isomer or geometry (same formula, charge and spin) is 391.5 kJ/mol. The SMILES is N=C=C1CS1.C=C.


No. 3
DFT (wB97M-V/def2-TZVPD) results for a single C5H7NS molecule in a non-equilibrium geometry.

Geometry as XYZ:
```
14
Properties=species:S:1:pos:R:3
H 0.909 -0.413 1.927
C 0.108 -0.032 1.361
H -0.701 -0.134 2.176
H -0.840 0.758 -1.547
C -0.224 -0.747 -0.002
C 0.961 1.144 -0.414
H 0.608 -0.498 -1.786
H -0.881 1.651 0.665
H 1.745 0.558 -0.113
S -1.002 -2.122 -0.411
C 0.142 0.291 -1.133
H 1.827 2.802 0.524
N 0.938 2.418 0.214
C 0.148 1.394 0.726
```

Its energy relative to the best compared isomer or geometry (same formula, charge and spin) is 526.4 kJ/mol. The SMILES is S=C1C[C@H]2N[C@@H]2C1.


No. 4
DFT (wB97M-V/def2-TZVPD) results for a single C5H7NS2 molecule.

Geometry as XYZ:
```
15
Properties=species:S:1:pos:R:3
H 1.256 2.134 0.359
C -1.340 -0.018 -0.433
H -2.893 0.253 1.335
H -0.802 -1.217 1.274
H 1.361 -1.967 -0.125
H -1.011 -2.136 -0.212
C -0.605 1.254 -0.112
N 0.812 -1.130 -0.099
C 1.507 0.015 0.034
S -3.098 0.026 0.041
H -1.163 2.179 -0.149
S 3.160 0.043 0.011
H -1.349 -0.140 -1.526
C -0.622 -1.207 0.177
C 0.711 1.240 0.150
```

Its energy relative to the best compared isomer or geometry (same formula, charge and spin) is 5.6 kJ/mol. The SMILES is S=C1C=C[C@H](S)CN1.


No. 5
DFT (wB97M-V/def2-TZVPD) results for a gas-phase ion, C5H7O2S (charge -1) in a non-equilibrium geometry.

Geometry as XYZ:
```
15
Properties=species:S:1:pos:R:3
C 0.849 -1.482 0.098
H -1.684 2.369 0.160
O -2.659 0.189 1.276
C -0.521 0.593 -0.192
H 0.589 -3.478 -0.303
H -0.007 2.812 -0.106
H -0.923 2.124 -1.489
C 0.205 -2.412 -0.579
S -2.029 -0.630 0.209
H -0.537 -2.239 -1.477
H 1.749 -1.652 0.760
H 1.691 0.381 0.229
C -0.777 2.015 -0.372
O -2.938 -0.725 -1.000
C 0.639 -0.020 -0.029
```

Its energy relative to the best compared isomer or geometry (same formula, charge and spin) is 223.8 kJ/mol. The charge is -1.


No. 6
DFT (wB97M-V/def2-TZVPD) results for a gas-phase ion, C5H7O5S2 (charge -1) in a non-equilibrium geometry.

Geometry as XYZ:
```
19
Properties=species:S:1:pos:R:3
O 1.643 -0.892 -0.742
C 1.543 1.182 1.643
H 1.876 0.551 -1.365
O -0.108 -1.214 0.955
O -0.676 1.474 0.609
H -1.119 -1.314 -2.208
H -1.972 -2.444 -1.031
O -2.172 0.933 -1.340
H 2.573 1.286 1.454
S 1.476 1.888 -0.967
S -1.776 0.500 0.015
C -0.781 -0.931 -0.190
H 1.201 2.099 1.930
H 1.269 0.402 2.349
H -0.292 -2.616 -1.188
C 0.634 -0.438 0.029
C -1.126 -1.893 -1.285
O -2.852 0.461 0.961
C 0.660 0.967 0.370
```

Its energy relative to the best compared isomer or geometry (same formula, charge and spin) is 178.7 kJ/mol. The SMILES is C[C@]1(S)OS(=O)(=O)[C@]2(C)O[C@]12[O-]. The charge is -1.